This record from the OMol25 dataset describes a molecular structure, C18H55ClMnN19O10 in a non-equilibrium geometry. The level of theory is wB97M-V/def2-TZVPD.

Structure (XYZ):
```
104
Properties=species:S:1:pos:R:3:forces:R:3
Mn -0.544072 -1.396541 -0.856136 -0.2 0.3 0.4
Cl 0.988441 -3.217027 0.382935 0.3 0.4 0.5
C -2.496648 -0.845690 -3.255086 0.8 0.3 -0.6
O -1.970145 -0.473084 -2.183138 -1.3 -0.6 0.0
N -1.811816 -0.525808 -4.378140 0.3 0.7 1.0
N -3.651226 -1.548224 -3.462275 1.0 0.3 0.6
H -1.971308 -0.813697 -5.283915 -0.9 -1.0 -1.8
H -1.017215 0.066863 -4.305961 0.4 0.2 0.6
H -4.032271 -1.587738 -4.383492 0.0 0.1 -0.3
H -4.285851 -1.740382 -2.711493 -0.1 0.1 0.8
C 0.127702 -3.784477 -2.479959 2.1 0.2 -0.4
O 0.193943 -2.543695 -2.610067 0.0 0.7 0.2
N 1.251875 -4.559518 -2.396094 -1.2 -1.1 -0.1
N -1.016449 -4.423605 -2.537451 -2.2 -0.9 0.4
H 2.054195 -4.146380 -1.950712 -0.1 0.0 0.1
H 0.990333 -5.519951 -2.095824 0.8 0.9 -0.2
H -1.849114 -3.815223 -2.617208 0.7 -0.9 0.3
H -1.067020 -5.363200 -2.100145 -0.3 1.0 -0.5
C -5.010165 0.010937 -0.697640 0.2 -5.5 -0.8
O -4.994908 -1.275743 -0.713418 1.0 2.3 0.8
N -6.032915 0.473508 -1.440084 -0.2 4.9 0.3
N -4.060240 0.794488 -0.161487 -3.0 1.1 -0.6
H -6.952197 0.059178 -1.349823 0.4 -0.1 0.1
H -6.004512 1.529893 -1.378886 -0.9 -1.6 -0.6
H -4.370927 1.765898 -0.088211 1.1 -0.5 0.1
H -3.124691 0.471321 -0.121163 1.2 -0.2 0.5
C -0.974213 0.065001 1.918603 0.2 -0.1 -0.6
O -1.484890 -0.114156 0.768885 0.4 0.9 1.1
N -1.186032 1.162051 2.701780 -0.2 -0.8 0.0
N -0.133908 -0.867317 2.411592 -0.7 1.0 0.9
H -1.627366 1.971566 2.292529 0.2 -0.1 0.1
H -0.841288 1.252378 3.672853 -0.2 -0.3 -1.4
H 0.084706 -1.667853 1.896387 0.0 -1.3 -1.1
H 0.565904 -0.555067 3.048119 0.3 0.3 0.7
C -2.755332 -3.422036 0.613343 -0.5 -0.1 -0.6
O -2.111471 -2.554801 0.002105 -0.1 -0.6 -0.1
N -4.079582 -3.234749 0.864107 0.3 -1.0 1.4
N -2.244070 -4.649527 0.885949 -0.4 0.3 0.1
H -4.429860 -2.310460 0.696785 -0.1 0.5 -0.6
H -4.563000 -3.764281 1.595850 0.6 0.2 -0.6
H -1.287491 -4.852242 0.787410 1.4 0.4 -0.5
H -2.672220 -5.286733 1.505785 -0.9 -0.3 0.5
C 0.989763 -7.164306 -0.195039 0.7 0.5 1.0
O -0.024364 -6.781589 -0.731042 -1.2 0.7 -1.1
N 1.925985 -6.341401 0.334043 -0.9 2.9 -0.2
N 1.337692 -8.428948 -0.028717 -0.1 -3.7 0.3
H 2.694211 -6.661573 0.870040 0.4 -0.3 0.3
H 1.613990 -5.348961 0.459438 0.5 -1.1 -0.1
H 1.952666 -8.599355 0.747959 0.1 -0.3 -0.2
H 0.718993 -9.230882 -0.233246 0.4 1.3 0.0
C 2.935301 0.449160 3.178087 2.9 1.4 -0.1
O 1.832366 0.657095 3.584091 -1.8 0.3 1.8
N 3.134268 -0.203804 2.024663 1.7 -0.7 -1.0
N 4.085589 1.015375 3.779197 -1.3 0.0 2.1
H 4.052998 -0.574760 1.798523 -0.4 0.1 0.1
H 2.372865 -0.741850 1.677486 -0.6 -0.3 -0.3
H 3.985951 1.289011 4.800372 0.0 -0.4 -2.2
H 5.012182 1.115465 3.401434 -0.2 -0.4 -0.3
C 5.491383 -2.590765 -0.032350 -1.1 -0.2 -0.3
O 5.294268 -1.595359 -0.766963 0.2 -1.4 1.3
N 6.743140 -3.139638 0.089035 -0.7 2.1 -1.9
N 4.489551 -3.271144 0.656010 -0.5 0.4 -0.1
H 7.077409 -3.758680 0.755307 0.2 -1.2 1.3
H 7.414167 -2.626734 -0.462002 0.2 -0.2 0.2
H 3.458007 -3.126782 0.584718 1.2 0.5 -0.4
H 4.694214 -4.110598 1.174378 0.4 0.1 -0.2
C 2.225267 0.007140 -1.238162 -1.8 0.9 -1.4
O 0.979930 0.118068 -1.014184 1.0 -0.3 0.5
N 2.710173 -1.043052 -1.876137 0.7 -1.0 -0.8
N 3.038077 1.096595 -1.089230 0.5 -1.2 -0.1
H 3.721678 -1.220129 -1.923971 -0.7 0.1 0.1
H 2.039672 -1.592219 -2.421491 0.3 -0.1 0.5
H 2.845170 1.524354 -0.213748 0.3 0.8 0.6
H 4.016099 0.901485 -1.317153 -0.4 0.3 0.5
C -1.774633 6.472145 1.173615 1.2 0.4 -1.3
C -1.740548 5.116774 0.413739 -0.7 1.1 -0.4
C -1.559593 5.331873 -1.116532 0.4 2.3 1.2
C -0.158119 5.793597 -1.429443 1.4 -0.6 0.0
C 0.889263 4.785165 -0.836121 -1.4 0.8 1.0
C 0.714758 4.572459 0.698247 0.5 0.4 -1.1
N -0.725883 4.170274 0.857057 0.8 -0.4 0.5
O -0.986529 3.819767 2.251693 0.5 1.7 -1.0
C 1.538888 3.330813 1.100765 -0.5 -0.6 -0.7
C 1.263399 5.875871 1.446685 -1.5 -2.2 0.8
C -3.125609 4.484585 0.572940 -1.3 0.6 -1.0
H -1.072646 7.291426 0.855318 -0.5 -1.1 0.1
H -1.688680 6.384348 2.229159 0.1 -0.3 1.0
H -2.751657 6.818190 0.993039 -1.3 0.8 -0.1
H -1.685440 4.396577 -1.593772 -0.7 -1.0 -0.7
H -2.240058 6.164109 -1.504775 0.4 -1.5 0.6
H 0.024586 6.828820 -1.094890 0.0 -0.4 -0.2
H -0.085150 5.725049 -2.517233 0.4 0.5 0.0
H 1.928012 4.997842 -1.034426 0.3 0.4 -0.2
H 0.654583 3.826227 -1.233995 0.0 -0.9 -0.7
H 2.613578 3.458711 1.021606 0.2 0.5 -0.1
H 1.325366 3.114949 2.136180 0.0 -0.5 0.3
H 1.296113 2.435932 0.437657 -0.3 1.2 1.0
H 0.984109 6.792248 0.992442 -0.2 0.7 -0.6
H 0.821223 5.882058 2.462253 0.6 0.2 -0.2
H 2.334211 5.794885 1.511735 0.4 0.0 0.1
H -3.846375 4.780323 -0.263885 1.0 0.1 1.1
H -3.649431 4.659736 1.511149 0.3 0.1 0.1
H -3.022030 3.443572 0.437684 0.2 -1.4 0.0
H -0.737025 4.666630 2.663549 -0.3 -0.5 0.6
```
Forces are in eV/Å.

Its multiplicity is 6. The calculation puts the energy above the lowest of the compared OMol25 structures with the same formula, charge and spin at 0.0 kcal per mole. The total charge is +1. The gap between HOMO and LUMO (alpha / beta) is 0.341 / 0.341 Eh. Its largest force on an atom is 5.6 eV/A.

This record from the OMol25 dataset describes 3 unconnected molecules or ions with the total composition C3H11NO3 in a non-equilibrium geometry. The level of theory is wB97M-V/def2-TZVPD.

Structure (XYZ):
```
18
Properties=species:S:1:pos:R:3:forces:R:3
N -2.162721 0.148687 -1.227490 -0.3 0.2 0.8
C -1.309300 1.135501 -0.568590 -0.4 0.1 0.7
C 0.162236 0.661162 -0.329253 -1.0 0.8 -0.5
C 0.259647 0.128864 1.078177 0.2 -0.1 -0.4
O 0.071713 0.829680 2.034955 0.0 0.1 0.2
H -1.612591 -0.341346 -1.888065 0.5 -0.4 -1.1
H -2.401654 -0.573933 -0.554267 -0.2 0.2 0.1
H -1.378727 2.116689 -1.040057 0.4 -0.3 -0.7
H -1.793173 1.360871 0.381227 0.2 -0.1 0.3
H 0.788695 1.535331 -0.480788 0.3 0.1 0.4
H 0.411349 -0.028207 -1.134570 0.2 -0.4 0.3
H 0.436649 -0.949301 1.210322 0.1 -0.2 0.0
O -0.430065 -3.392411 -1.997356 0.2 -0.1 -0.2
H -0.575598 -3.335663 -1.049885 -0.2 0.1 0.0
H -0.981929 -2.732826 -2.426321 -0.1 0.0 0.2
O 3.082120 0.894273 1.414815 0.4 -1.2 -0.5
H 3.014642 1.656552 0.840224 -0.1 0.4 0.6
H 2.901761 1.056480 2.342160 -0.2 0.7 -0.2
```
Forces are in eV/Å.

The calculation puts the energy above the lowest of the compared OMol25 structures with the same formula, charge and spin at 46.5 kcal per mole. Its SMILES is NCCC=O.O.O. The gap between HOMO and LUMO is 0.375 Eh. Its largest force on an atom is 1.4 eV/A.

Question: Among the records above, which one has the highest largest force on an atom?
Answer: C18H55ClMnN19O10

Question: Which of these has the lowest largest force on an atom?
Answer: C3H11NO3